{"formula": "C7H18O", "method": "ωB97M-V with the def2-TZVPD basis set", "homo_lumo_gap_ev": 10.75, "lumo_energy_ev": 0.87, "relative_energy_kj_mol": 357.1, "smiles": "CC(C)C.CC(C)O", "species": ["C", "C", "C", "C", "H", "H", "H", "H", "H", "H", "H", "H", "H", "H", "C", "C", "C", "O", "H", "H", "H", "H", "H", "H", "H", "H"], "xyz": [[0.18082, 1.11561, -1.17475], [1.47808, 1.00872, -2.03516], [2.80310, 1.08274, -1.38157], [1.36736, -0.55289, -2.71676], [0.31572, 1.83530, -0.45279], [-0.09014, 0.08298, -0.70502], [-0.77226, 1.26963, -1.85642], [1.51195, 1.75516, -2.92624], [2.72094, 1.81964, -0.62679], [3.37760, 0.11737, -1.00989], [3.49283, 1.22589, -2.17627], [0.84714, -0.34577, -3.68403], [2.17831, -1.16314, -2.55636], [0.63927, -1.02565, -1.84135], [-1.34578, -1.61744, 0.67258], [-1.17319, -0.51498, 1.74388], [-2.15395, 0.64661, 1.71459], [-1.05048, -0.91432, 3.19585], [-1.46319, -2.61352, 1.22724], [-0.41186, -1.62413, 0.01282], [-2.32362, -1.48868, 0.00501], [-0.16790, -0.14374, 1.76892], [-2.10924, 1.19688, 0.83716], [-3.21452, 0.15023, 1.76025], [-1.89320, 1.27731, 2.57657], [-1.17265, -2.02156, 3.14347]], "atomic_forces_ev_per_a": [[-1.37, -2.87, -2.71], [-1.41, -3.20, -2.72], [1.39, -2.35, 0.75], [-4.76, 3.33, 3.04], [-0.29, 1.84, 1.74], [0.88, 2.23, -0.46], [1.97, 0.21, 1.32], [-0.48, -1.10, 1.62], [0.99, 0.95, 0.83], [-2.10, 1.38, 0.13], [0.85, 1.36, -0.55], [0.69, -1.32, 0.67], [2.39, -0.94, -0.84], [1.35, 0.71, -2.97], [-0.93, -0.61, -0.16], [0.80, 0.64, 1.41], [-1.53, -2.59, 1.77], [-1.75, -5.71, -1.59], [0.29, 1.12, -1.04], [-1.53, -0.43, 0.90], [2.16, -0.13, 1.43], [0.63, 0.60, -1.46], [0.22, 1.04, -1.79], [1.69, 1.29, 0.30], [-0.64, -0.13, -0.26], [0.51, 4.66, 0.66]]}



{"formula": "C3H6Cl2N3", "method": "ωB97M-V with the def2-TZVPD basis set", "homo_lumo_gap_ev": 7.57, "lumo_energy_ev": -6.00, "total_charge": 1, "relative_energy_kj_mol": 426.8, "species": ["C", "C", "C", "N", "N", "N", "Cl", "Cl", "H", "H", "H", "H", "H", "H"], "xyz": [[0.56080, 1.09072, -0.46246], [0.95858, -0.38854, -0.16237], [-3.54604, 0.02522, 0.51844], [-0.86857, 1.13503, -0.08146], [-0.37457, -0.91755, 0.03021], [-1.26672, -0.00220, 0.04701], [-4.30252, -1.07255, -0.50200], [-3.63749, 1.65994, 0.42552], [1.05812, 1.82704, 0.10757], [0.37996, 1.37818, -1.44510], [1.23730, -0.96477, -1.13303], [1.61013, -0.50176, 0.59175], [-3.20896, -0.58459, 1.43162], [-0.65710, -1.69515, 0.62847]], "atomic_forces_ev_per_a": [[-0.99, -1.23, 1.68], [-1.92, -0.03, -5.82], [1.12, -2.01, 1.26], [-0.46, 1.09, -0.25], [0.12, -3.42, 1.00], [-2.77, 1.75, 1.18], [0.10, 0.84, -0.25], [-0.19, -0.74, 0.06], [0.84, 0.77, 0.32], [1.11, 0.31, -2.19], [0.63, 1.33, 1.78], [2.21, -0.59, 2.76], [-0.54, 1.93, -1.02], [0.74, 0.00, -0.51]]}



{"formula": "C5H10O", "method": "ωB97M-V with the def2-TZVPD basis set", "homo_lumo_gap_ev": 10.67, "lumo_energy_ev": 1.06, "relative_energy_kj_mol": 316.2, "smiles": "CC1C=C1.CO", "species": ["C", "C", "C", "C", "H", "H", "H", "H", "H", "H", "C", "O", "H", "H", "H", "H"], "xyz": [[1.49363, -0.61481, 0.34909], [0.57775, -0.23175, 1.50131], [-0.63884, -1.03857, 1.84571], [-0.87568, 0.10834, 1.29764], [1.99903, 0.26265, -0.07807], [2.27831, -1.30476, 0.68125], [0.93224, -1.10982, -0.45144], [1.11066, 0.26813, 2.31838], [-1.00592, -1.96404, 2.26265], [-1.56511, 0.84192, 0.90544], [-0.86971, 0.59350, -2.02320], [-0.67787, 1.74819, -1.23166], [0.01250, 0.35654, -2.63530], [-1.70761, 0.80145, -2.69284], [-1.12223, -0.28904, -1.41646], [0.05886, 1.57207, -0.63251]], "atomic_forces_ev_per_a": [[-0.01, -0.04, -0.05], [0.27, 0.07, 0.04], [-0.11, 0.15, -0.09], [-0.08, -0.22, 0.13], [-0.07, -0.12, 0.06], [-0.10, 0.10, -0.03], [0.07, 0.07, 0.12], [-0.11, -0.07, -0.11], [0.04, 0.15, -0.06], [0.08, -0.15, 0.11], [-0.12, -0.27, -0.27], [0.24, 0.05, 0.15], [-0.14, 0.06, 0.11], [0.11, -0.03, 0.08], [0.03, 0.17, -0.10], [-0.12, 0.09, -0.09]]}



{"formula": "C8H11FO5S", "method": "ωB97M-V with the def2-TZVPD basis set", "homo_lumo_gap_ev": 10.21, "lumo_energy_ev": 0.72, "species": ["C", "O", "S", "O", "O", "C", "O", "O", "H", "H", "H", "H", "H", "H", "F", "C", "C", "C", "C", "C", "C", "H", "H", "H", "H", "H"], "xyz": [[-3.12391, 1.27443, -2.87938], [-1.79620, 1.65446, -3.27159], [-0.82371, 0.51559, -3.90455], [-1.48604, -0.01770, -5.06393], [-1.00127, -0.66785, -2.79312], [-0.49070, -0.34815, -1.48309], [-0.64738, -1.47260, -0.68757], [-2.05052, -1.66121, -0.50180], [-3.77785, 1.20594, -3.74650], [-3.14199, 0.33079, -2.34048], [-3.48867, 2.06041, -2.22311], [0.58005, -0.16694, -1.54222], [-1.02361, 0.50219, -1.05630], [-2.26641, -2.28682, -1.20564], [1.97601, 0.66131, 0.13903], [2.01171, 0.28785, 1.44128], [1.77725, -1.03296, 1.76083], [1.81712, -1.40530, 3.09630], [2.08198, -0.46259, 4.08009], [2.31076, 0.86021, 3.72851], [2.27904, 1.24589, 2.39635], [1.56238, -1.74828, 0.97886], [1.63894, -2.43693, 3.36766], [2.10911, -0.75900, 5.11983], [2.51421, 1.59771, 4.49305], [2.45968, 2.26955, 2.09748]], "atomic_forces_ev_per_a": [[-0.44, 0.16, -0.09], [0.35, -0.40, 0.35], [-0.19, 0.51, -0.20], [-0.02, -0.29, -0.08], [-0.06, 0.25, 0.24], [-0.04, -0.28, -0.14], [0.09, -0.03, -0.19], [-0.06, 0.15, 0.27], [0.08, -0.03, -0.08], [0.15, -0.07, 0.01], [0.09, 0.06, -0.02], [0.05, 0.00, 0.14], [-0.07, 0.04, -0.10], [0.06, -0.07, -0.14], [0.03, 0.01, 0.03], [0.00, -0.02, 0.10], [-0.01, -0.09, -0.10], [0.02, 0.06, 0.03], [0.00, -0.01, 0.03], [-0.01, -0.06, 0.00], [0.02, 0.12, -0.02], [-0.01, 0.02, -0.01], [-0.01, -0.01, -0.01], [0.00, 0.00, 0.01], [0.01, 0.01, 0.00], [-0.01, -0.01, -0.02]]}